C14H19F13N2O16S4Zr2 | wB97M-V/def2-TZVPD

## Properties
- charge = +4
- HOMO-LUMO gap (eV) = 5.92

CARTESIAN COORDINATES (ANGSTROEM)
Zr 2.63 -0.70 1.66
Zr 0.26 -0.64 -3.21
N 0.35 0.96 -4.50
S 0.83 2.47 -4.50
O -0.15 3.47 -4.70
O 2.18 2.61 -4.97
F 1.11 2.54 -2.91
S 0.06 1.17 -6.26
O 1.17 1.43 -7.14
O -1.27 1.61 -6.60
F -0.02 -0.40 -6.52
N 2.16 -2.48 0.70
S 3.07 -3.49 -0.15
O 2.98 -3.44 -1.60
O 3.47 -4.68 0.50
F 4.36 -2.48 0.05
S 0.73 -3.10 -0.16
O 0.51 -4.50 -0.31
O 0.36 -2.19 -1.22
F -0.21 -2.75 1.05
O 0.71 0.16 1.23
C -0.56 0.68 0.93
C -0.94 1.19 -0.49
O -0.67 0.48 -1.68
H -0.75 1.48 1.65
H -1.37 0.01 1.23
H -0.63 2.22 -0.65
H -2.03 1.27 -0.57
C -2.45 -1.93 4.88
C -1.10 -1.59 4.23
O -0.05 -1.98 5.10
C 1.16 -1.73 4.73
O 1.47 -1.41 3.56
C 2.23 -2.05 5.84
F 3.41 -1.57 5.50
F 1.78 -1.50 6.94
F 2.27 -3.37 5.87
H -2.34 -2.93 5.32
H -3.29 -1.86 4.19
H -2.63 -1.23 5.69
H -1.12 -0.55 3.90
H -1.12 -2.16 3.30
C 2.92 4.47 1.34
C 1.82 3.60 1.97
O 2.06 3.35 3.36
C 2.46 2.20 3.80
O 2.65 1.20 3.10
C 2.83 2.20 5.31
F 4.14 2.23 5.49
F 2.20 3.19 5.92
F 2.43 1.04 5.84
H 3.91 4.06 1.53
H 2.88 5.50 1.69
H 2.75 4.60 0.27
H 1.63 2.70 1.38
H 0.88 4.14 1.84
C -4.13 -2.90 -4.65
C -3.83 -1.71 -5.56
O -4.11 -0.50 -4.89
C -3.22 0.07 -4.13
O -2.10 -0.38 -3.93
C -3.69 1.45 -3.67
F -4.69 1.94 -4.35
F -4.09 1.25 -2.39
F -2.71 2.34 -3.66
H -5.15 -2.91 -4.29
H -3.57 -2.80 -3.71
H -3.77 -3.83 -5.10
H -4.29 -1.83 -6.54
H -2.78 -1.75 -5.85

---

C19H29FeI2N6OS | wB97M-V/def2-TZVPD

## Properties
- 2S+1 = 2
- charge = +2
- energy relative to the best compared isomer or geometry (same formula, charge and spin) (kcal/mol) = 27.1
- <S²> = 0.783
- HOMO-LUMO gap (spin up / spin down) (eV) = 6.40 / 6.66

CARTESIAN COORDINATES (ANGSTROEM)
Fe 0.34 -0.10 0.39
C 0.40 -0.40 3.37
C -0.13 0.97 3.00
N 0.53 1.41 1.74
C 1.91 1.92 1.90
C 3.01 0.89 2.08
S 2.92 -0.58 0.99
C 2.78 -1.94 2.17
C 1.33 -2.40 2.30
N 0.40 -1.27 2.17
H -0.21 -0.84 4.16
H 1.41 -0.34 3.77
H 0.05 1.70 3.79
H -1.20 0.92 2.80
H -0.01 2.20 1.39
H 1.95 2.60 2.76
H 2.12 2.52 1.02
H 3.08 0.52 3.10
H 3.96 1.38 1.87
H 3.21 -1.63 3.12
H 3.40 -2.75 1.80
H 1.18 -2.92 3.24
H 1.10 -3.11 1.50
H -0.54 -1.62 2.07
I -5.81 -2.17 -3.14
C -4.34 -1.53 -1.81
C -4.55 -0.40 -1.04
C -3.57 0.04 -0.16
I -3.88 1.72 1.02
C -2.37 -0.67 -0.03
O -1.43 -0.26 0.85
C -2.18 -1.82 -0.80
C -0.89 -2.56 -0.64
N 0.27 -1.66 -0.91
C 0.24 -1.17 -2.32
C -0.24 0.25 -2.38
C -0.55 0.86 -3.58
C -1.06 2.15 -3.56
C -1.23 2.78 -2.34
C -0.85 2.12 -1.19
N -0.37 0.88 -1.21
C -3.16 -2.24 -1.69
H -5.48 0.15 -1.11
H -0.78 -2.95 0.37
H -0.84 -3.41 -1.32
H 1.13 -2.19 -0.79
H 1.23 -1.28 -2.77
H -0.43 -1.80 -2.90
H -0.44 0.32 -4.51
H -1.34 2.64 -4.48
H -1.65 3.78 -2.27
H -1.00 2.58 -0.23
H -2.99 -3.13 -2.28
N 2.20 2.63 -1.65
N 2.42 1.27 -1.23
H 2.78 2.86 -2.45
H 2.49 3.25 -0.90
H 3.40 1.13 -0.99
H 2.28 0.71 -2.06

---

Calculated energy, -4841.51479, -3401.95223 Eh (same order as the records).